This record from the OMol25 dataset describes a molecular structure, C29H78BaF3NO22S5 at a distorted geometry. The level of theory is ωB97M-V with the def2-TZVPD basis set.

Gap between HOMO and LUMO = 7.07 eV
Charge = +2
Electronic energy = -140877.4520 eV

The geometry in XYZ format:
```
139
C29H78BaF3NO22S5 | the OMol25 dataset | ωB97M-V with the def2-TZVPD basis set
Ba 12.37719 11.33786 12.95431
C 18.26411 19.07464 11.98383
O 17.20734 18.71778 12.87457
C 17.16015 17.27170 13.09332
C 16.54306 16.42503 11.93668
N 15.13626 16.77715 11.40532
H 14.88764 16.13947 10.66258
H 14.44555 16.48348 12.08117
C 14.94719 18.22505 10.90306
C 13.56589 18.20963 10.13257
O 13.59784 17.35103 8.98949
C 12.35655 17.23324 8.32514
H 19.15766 19.07175 12.60806
H 18.25576 20.10480 11.62775
H 18.32320 18.32219 11.19743
H 16.68047 17.07305 14.05173
H 18.15552 16.88635 13.31429
H 16.46155 15.39412 12.28119
H 17.19110 16.48435 11.06225
H 15.68649 18.50584 10.15293
H 14.93634 18.89093 11.76595
H 13.28843 19.20866 9.79633
H 12.82743 17.81245 10.82902
H 11.43683 17.25095 8.90986
H 12.29174 16.28945 7.78370
H 12.21039 17.96565 7.53122
C 12.60046 15.17276 15.83712
F 12.81472 14.15675 16.73185
F 11.34789 15.24191 15.44576
F 13.02658 16.26264 16.48710
S 13.75526 14.91377 14.34945
O 15.12217 15.10318 14.84521
O 13.45857 13.57725 13.85995
O 13.40971 15.93892 13.35807
C 9.07839 16.90566 16.53871
C 8.39858 16.92661 15.18419
O 7.54811 18.03028 15.05875
H 8.42014 17.15865 17.36987
H 9.88239 17.61326 16.74114
H 9.56180 15.93496 16.64901
H 7.64311 16.14097 15.19609
H 9.06691 16.82342 14.32933
H 7.09453 17.74123 14.26356
C 10.88121 19.79314 14.43205
C 11.95815 18.76845 14.21377
O 11.70047 18.03427 13.07710
H 9.95536 19.37127 14.82309
H 10.77449 20.33199 13.49059
H 11.23939 20.33443 15.30773
H 11.95452 18.10592 15.07930
H 12.95508 19.18384 14.06652
H 12.21151 17.23689 13.23399
C 10.76035 11.48352 17.69208
C 10.15391 12.13522 16.48686
O 10.81314 11.70920 15.30981
H 10.77428 10.40040 17.57057
H 10.29774 11.77240 18.63582
H 11.78728 11.83907 17.77634
H 10.27663 13.21828 16.48860
H 9.08504 11.92178 16.47857
H 10.31323 10.96451 14.96757
C 17.34505 15.80466 19.07968
C 16.35000 15.37673 18.05641
O 16.94479 15.47393 16.81570
H 17.06380 15.62223 20.11684
H 17.68629 16.83965 19.05837
H 18.17232 15.14163 18.82649
H 15.40309 15.91657 18.06104
H 16.11212 14.32510 18.21639
H 16.34558 15.25417 16.09859
C 11.22530 15.07344 11.12285
C 10.31505 14.61260 12.20994
O 10.48319 13.21378 12.33609
H 12.26727 14.78594 11.26338
H 11.25499 16.14996 10.95456
H 10.80226 14.66922 10.20321
H 9.28879 14.89716 11.97775
H 10.59695 15.01233 13.18403
H 9.61720 12.89285 12.59811
O 13.85301 10.87946 15.14990
S 14.61032 10.42439 16.34003
O 14.13484 9.37328 17.23594
O 16.20508 10.08462 15.82887
C 16.92363 9.13243 16.64502
C 18.41112 9.21567 16.26102
C 14.98069 11.92354 17.34860
H 16.61310 8.11266 16.41755
H 16.72603 9.24530 17.71100
H 18.66005 9.03171 15.21589
H 19.00768 8.48969 16.81344
H 18.69499 10.25152 16.44684
H 15.82526 11.73633 18.01174
H 14.04977 12.15426 17.86654
H 15.28346 12.64339 16.58817
O 12.92828 14.36249 22.59366
S 13.64652 14.90728 21.43919
O 14.88033 14.29665 21.05212
O 12.65875 15.01701 20.07667
C 11.37324 15.54334 20.22245
C 10.39748 14.74087 19.32996
C 13.85288 16.74156 21.68440
H 11.47722 16.57054 19.87295
H 10.93821 15.49742 21.22082
H 9.43062 15.23937 19.26085
H 10.31522 13.70391 19.65560
H 10.76350 14.81266 18.30576
H 12.95880 17.15516 22.15093
H 13.96123 17.19747 20.70028
H 14.74338 16.93632 22.28204
O 12.64544 22.83058 15.55685
S 13.78042 22.28896 16.27107
O 13.69875 21.85390 17.67925
O 14.44146 21.02487 15.40007
C 15.26387 20.19470 16.17255
C 14.56665 18.91904 16.59688
C 15.26055 23.42791 16.10764
H 15.79007 20.71067 16.97566
H 16.00020 19.95074 15.40678
H 13.66651 19.14259 17.16948
H 15.15018 18.26708 17.24692
H 14.18126 18.33734 15.75952
H 15.45557 23.70925 15.07279
H 16.08287 22.87138 16.55725
H 15.14430 24.33798 16.69618
O 20.40899 12.46448 11.12383
S 20.17695 11.37099 12.06160
O 21.28359 10.86058 12.89460
O 18.95693 11.77653 13.10664
C 17.91807 12.58774 12.59665
C 16.73685 12.34359 13.53450
C 19.29618 9.94445 11.23625
H 17.77785 12.26476 11.56509
H 18.17429 13.64210 12.49274
H 16.95626 12.65334 14.55627
H 16.42797 11.30029 13.46956
H 15.90244 12.96185 13.20342
H 19.97424 9.10024 11.36134
H 19.17509 10.12343 10.16789
H 18.40071 9.69181 11.80405
```